53
Properties=species:S:1:pos:R:3:forces:R:3:lowdin_charge:R:1 method="wB97M-V/def2-TZVPD" fmax_ev_per_a=0.42 e_lumo_ev="0.091 / -0.699" homo_lumo_gap_ev="7.4757 / 7.1575" charge=0 e_homo_ev="-7.38 / -7.86" multiplicity=5
Rh 0.24114 -1.22129 -0.41728 -0.016 -0.344 0.248 0.647
O -1.86332 1.93359 -2.29285 0.051 -0.010 0.069 -0.301
S -1.68331 0.54091 -1.97323 0.011 -0.010 -0.406 0.568
O -0.67929 -0.22178 -2.70351 -0.103 0.178 -0.209 -0.367
N -1.25994 0.27436 -0.47126 0.037 -0.052 0.281 -0.257
C -1.86243 0.72721 0.67977 0.128 -0.043 -0.021 -0.253
C -2.97587 1.52547 0.77615 -0.117 0.076 0.096 -0.008
C -3.48319 1.90032 2.03942 0.060 -0.037 -0.030 -0.069
C -2.88764 1.49700 3.19918 0.071 -0.047 -0.045 -0.049
C -1.72659 0.68429 3.13775 -0.115 0.098 0.183 -0.157
C -1.03771 0.23657 4.28856 -0.006 0.001 -0.040 -0.007
C 0.08133 -0.53333 4.15980 -0.006 0.020 -0.085 -0.047
C 0.52168 -0.86836 2.86438 0.004 -0.037 0.055 -0.122
N -0.09492 -0.47411 1.78009 -0.108 0.015 -0.113 0.031
C -1.21615 0.29852 1.88853 0.085 -0.001 -0.085 -0.152
C -3.25124 -0.24393 -2.22080 -0.055 0.014 0.013 -0.278
C -4.34317 0.51399 -2.61556 0.015 -0.019 0.007 -0.065
C -5.57394 -0.10591 -2.78393 0.006 0.034 -0.006 -0.076
C -5.70341 -1.46647 -2.55452 0.013 0.007 0.001 -0.081
C -4.60209 -2.21627 -2.16141 -0.003 -0.030 0.000 -0.068
C -3.36948 -1.60923 -1.99431 0.056 -0.042 0.034 -0.057
H -3.46466 1.88207 -0.11942 0.017 -0.006 -0.027 0.102
H -4.36449 2.52690 2.07700 -0.018 0.007 -0.001 0.106
H -3.27866 1.78823 4.16445 -0.016 0.010 0.027 0.108
H -1.41109 0.51429 5.26581 -0.018 0.012 0.034 0.118
H 0.62607 -0.88981 5.02175 0.018 -0.013 0.013 0.104
H 1.39837 -1.48789 2.71671 0.021 -0.016 0.001 0.111
H -4.21762 1.57247 -2.79239 0.008 0.035 -0.002 0.109
H -6.43032 0.47730 -3.09461 -0.013 0.010 -0.005 0.104
H -6.66444 -1.94621 -2.68253 -0.022 -0.013 -0.007 0.103
H -4.70280 -3.27856 -1.98467 0.002 -0.017 0.004 0.107
H -2.50698 -2.18778 -1.68643 0.005 0.014 0.001 0.053
S -0.20021 -3.32367 -0.35318 0.007 0.050 0.005 0.021
C 1.98426 1.49928 -0.96432 -0.040 0.007 0.004 -0.053
N 3.32999 0.97467 -0.78004 -0.048 -0.127 0.042 -0.143
C 4.27879 1.48629 -1.76193 0.069 0.030 -0.015 -0.050
C 3.44952 -0.32318 -0.34232 -0.043 -0.005 -0.338 -0.479
O 2.49818 -1.11699 -0.27892 0.014 0.335 0.179 -0.085
N 4.69711 -0.74347 -0.00038 -0.014 -0.032 0.027 -0.145
C 4.88226 -2.15327 0.28906 0.027 -0.038 0.032 -0.038
C 5.69902 0.14557 0.55392 0.048 0.027 0.058 -0.056
H 2.05642 2.57834 -1.09841 0.002 -0.010 0.003 0.098
H 1.37969 1.31814 -0.07753 -0.011 -0.041 -0.002 0.072
H 1.48484 1.07638 -1.84320 0.005 -0.001 0.038 0.081
H 3.85621 1.40118 -2.76786 0.002 0.010 0.000 0.100
H 5.20903 0.92738 -1.73525 -0.039 0.017 -0.040 0.077
H 4.49384 2.53764 -1.56498 0.003 -0.002 -0.003 0.094
H 4.19290 -2.74578 -0.30403 0.014 0.001 0.002 0.092
H 4.70560 -2.37097 1.34710 -0.008 -0.003 -0.005 0.095
H 5.90816 -2.42904 0.04332 -0.006 -0.004 -0.001 0.091
H 5.33930 1.17020 0.55123 0.021 -0.022 0.029 0.086
H 6.63284 0.09156 -0.01093 -0.006 0.009 0.003 0.092
H 5.90841 -0.14283 1.58801 0.013 0.003 -0.008 0.093